# 1
Formula: C43H88N2O33
Source: the OMol25 dataset
Level of theory: ωB97M-V with the def2-TZVPD basis set

Geometry as XYZ:
```
166
Properties=species:S:1:pos:R:3:lowdin_charge:R:1
C -2.308 -1.792 2.286 -0.0937
O -1.644 -2.347 1.170 -0.1801
C -1.896 -1.647 -0.033 -0.2196
C -0.902 -2.043 -1.082 -0.1622
O 0.457 -1.854 -0.690 -0.1212
C 0.830 -0.677 -0.035 -0.1915
C 0.810 0.581 -0.913 -0.1887
O -0.503 1.070 -1.082 -0.1861
C -0.595 2.129 -2.031 -0.1195
H -3.347 -1.541 2.054 0.0776
H -1.787 -0.935 2.726 0.0815
H -2.255 -2.579 3.038 0.0827
H -1.820 -0.569 0.146 0.1119
H -2.921 -1.850 -0.364 0.1216
H -1.070 -1.407 -1.959 0.1163
H -1.123 -3.031 -1.488 0.1292
H 1.839 -0.685 0.381 0.1079
H 0.197 -0.465 0.836 0.1081
H 1.170 0.262 -1.900 0.1280
H 1.570 1.276 -0.540 0.1120
H 0.024 2.033 -2.930 0.0555
H -0.133 3.045 -1.650 0.0777
H -1.625 2.303 -2.325 0.0809
C 3.443 3.224 -3.714 -0.0761
O 4.467 2.323 -4.121 -0.1884
C 4.064 1.108 -4.682 -0.2148
C 5.263 0.295 -5.192 -0.1620
O 4.606 -0.753 -5.905 -0.1559
C 5.362 -1.910 -6.209 -0.1886
C 5.150 -2.973 -5.138 -0.1840
O 6.124 -4.012 -5.238 -0.1602
C 7.244 -3.720 -4.415 -0.1051
H 3.380 4.001 -4.473 0.0923
H 3.670 3.557 -2.706 0.0618
H 2.465 2.740 -3.628 0.0663
H 3.438 1.366 -5.545 0.1271
H 3.491 0.487 -3.986 0.1241
H 5.773 0.013 -4.262 0.1139
H 6.004 0.694 -5.885 0.1321
H 6.438 -1.706 -6.307 0.1199
H 5.200 -2.162 -7.259 0.1295
H 4.178 -3.456 -5.257 0.1264
H 5.102 -2.470 -4.170 0.0985
H 7.939 -4.563 -4.389 0.0887
H 6.965 -3.456 -3.399 0.0615
H 7.932 -2.991 -4.860 0.0868
C -3.018 3.575 0.114 -0.0175
O -2.881 4.798 -0.642 -0.0084
C -4.002 5.504 -0.836 -0.6224
O -5.045 5.254 -0.278 0.1185
O -3.788 6.356 -1.803 0.0086
C -4.785 7.226 -2.318 -0.0288
H -2.127 2.977 -0.058 0.0678
H -3.915 3.043 -0.190 0.0934
H -2.993 3.850 1.167 0.1019
H -4.548 8.256 -2.060 0.0947
H -5.734 6.997 -1.831 0.0929
H -4.911 7.140 -3.394 0.0880
C 3.537 3.653 0.101 -0.0260
O 3.127 4.716 0.967 0.0081
C 3.053 5.920 0.414 -0.6165
O 3.335 6.199 -0.723 0.1274
O 2.603 6.765 1.344 0.0166
C 2.812 8.141 1.050 -0.0593
H 4.583 3.824 -0.159 0.1061
H 2.997 3.684 -0.842 0.0679
H 3.416 2.733 0.665 0.0738
H 2.122 8.708 1.680 0.0892
H 2.552 8.446 0.039 0.0930
H 3.755 8.602 1.346 0.0953
C -3.632 -7.291 5.628 -0.0512
O -3.500 -6.067 4.927 0.0039
C -4.375 -5.073 5.163 -0.6018
O -5.278 -5.122 5.953 0.1229
O -4.015 -3.969 4.534 0.0082
C -4.697 -2.766 4.796 -0.0370
H -4.647 -7.673 5.490 0.0944
H -3.521 -7.243 6.712 0.0961
H -2.938 -8.017 5.218 0.0931
H -4.101 -1.876 4.594 0.0846
H -4.845 -2.717 5.876 0.0839
H -5.615 -2.651 4.223 0.1043
C -3.413 -3.061 8.365 -0.0525
O -3.358 -1.729 7.904 -0.0091
C -2.265 -1.352 7.212 -0.6189
O -1.324 -2.051 6.961 0.1289
O -2.425 -0.081 6.883 0.0134
C -1.353 0.501 6.151 -0.0379
H -2.641 -3.739 8.001 0.0972
H -4.377 -3.436 8.020 0.0832
H -3.373 -3.107 9.454 0.0952
H -1.496 1.579 6.166 0.0967
H -1.407 0.181 5.108 0.0830
H -0.339 0.269 6.471 0.0993
C -0.818 0.962 -6.043 -0.0410
O -1.446 -0.215 -5.533 0.0083
C -2.466 0.034 -4.693 -0.6129
O -2.924 1.116 -4.441 0.1187
O -2.843 -1.148 -4.243 0.0040
C -4.043 -1.304 -3.505 -0.0285
H -1.478 1.531 -6.696 0.0941
H 0.125 0.697 -6.516 0.0951
H -0.502 1.634 -5.241 0.0728
H -4.378 -0.358 -3.077 0.0958
H -3.893 -1.942 -2.635 0.0785
H -4.790 -1.753 -4.156 0.0995
C 1.542 1.206 3.061 -0.0383
O 1.256 1.993 4.191 0.0065
C 2.194 2.745 4.776 -0.6051
O 3.342 2.840 4.437 0.1367
O 1.596 3.362 5.779 0.0016
C 2.361 4.138 6.684 -0.0342
H 1.564 1.721 2.097 0.0928
H 0.692 0.557 2.829 0.0774
H 2.365 0.514 3.234 0.0836
H 1.710 4.924 7.051 0.0977
H 3.174 4.638 6.148 0.0918
H 2.901 3.494 7.378 0.1017
C 5.596 -1.513 -1.510 -0.0232
O 5.499 -1.706 -0.094 -0.0008
C 4.906 -0.829 0.725 -0.6024
O 4.154 0.067 0.413 0.1032
O 5.442 -1.012 1.902 0.0295
C 5.064 -0.187 2.995 -0.0292
H 4.608 -1.614 -1.960 0.0902
H 6.226 -2.283 -1.942 0.0642
H 6.064 -0.544 -1.676 0.1043
H 4.604 0.754 2.701 0.0775
H 5.877 0.047 3.680 0.0992
H 4.365 -0.754 3.612 0.0968
C 1.869 -4.529 -2.918 -0.0612
O 2.116 -5.594 -3.795 0.0047
C 2.436 -6.791 -3.294 -0.6022
O 2.994 -6.990 -2.242 0.1257
O 2.325 -7.676 -4.264 0.0090
C 2.791 -8.993 -4.142 -0.0480
H 1.204 -4.737 -2.079 0.0936
H 1.442 -3.650 -3.400 0.0941
H 2.824 -4.183 -2.512 0.0918
H 1.958 -9.685 -4.031 0.0971
H 3.625 -9.136 -3.456 0.0981
H 3.237 -9.222 -5.114 0.0946
C -5.861 0.522 1.502 -0.0468
O -7.269 0.502 1.651 -0.0012
C -7.861 1.665 1.989 -0.5818
O -7.314 2.714 2.105 0.1467
O -9.192 1.418 1.924 -0.0051
C -10.070 2.508 2.152 -0.0493
H -5.354 1.483 1.457 0.0867
H -5.616 -0.080 0.627 0.0898
H -5.492 -0.053 2.357 0.0830
H -10.982 2.172 2.644 0.0906
H -10.468 2.985 1.253 0.0936
H -9.500 3.232 2.734 0.0919
C 1.005 -4.502 1.812 -0.0552
C 0.945 -3.799 3.076 -0.2997
N 0.793 -3.278 4.090 0.1385
H 0.069 -4.710 1.304 0.0839
H 1.735 -5.306 1.829 0.0849
H 1.443 -3.631 1.298 0.0755
C -1.941 5.230 -5.447 -0.0413
C -0.832 4.919 -4.527 -0.2462
N 0.075 4.679 -3.867 0.1609
H -2.724 5.652 -4.815 0.0711
H -2.277 4.290 -5.878 0.0763
H -1.658 5.973 -6.187 0.0839
```

The frontier orbital gap comes out at 9.970 eV. For the total energy, the calculation gives -4283.44606 a.u. The LUMO energy comes out at 0.4096 eV.

=====

# 2
Formula: C43H92Cl15N4O20P5
Source: the OMol25 dataset
Level of theory: ωB97M-V with the def2-TZVPD basis set

Geometry as XYZ:
```
179
Properties=species:S:1:pos:R:3:lowdin_charge:R:1
C -10.180 -1.130 -1.316 -0.0697
C -8.753 -1.033 -0.744 -0.2352
O -8.350 -2.404 -0.795 -0.2319
P -6.862 -2.827 -1.300 0.5071
O -6.407 -2.145 -2.512 -0.2260
O -5.987 -2.384 0.032 -0.2209
C -4.681 -1.783 0.001 -0.2483
C -3.958 -2.210 1.308 -0.0497
O -6.813 -4.464 -1.238 -0.1988
C -6.955 -5.188 -0.013 -0.2553
C -8.453 -5.464 0.158 -0.0704
H -10.612 -0.160 -1.562 0.0681
H -10.244 -1.676 -2.257 0.0784
H -10.927 -1.542 -0.639 0.0737
H -8.002 -0.473 -1.301 0.1098
H -8.771 -0.622 0.265 0.1173
H -4.099 -2.126 -0.853 0.0573
H -4.777 -0.704 -0.122 0.0984
H -4.576 -1.912 2.155 0.0819
H -3.816 -3.282 1.172 0.0721
H -3.077 -1.582 1.443 0.0450
H -6.387 -6.117 0.021 0.1159
H -6.579 -4.561 0.796 0.1027
H -9.042 -4.585 -0.108 0.0594
H -8.838 -6.216 -0.530 0.0759
H -8.716 -5.737 1.180 0.0759
C 0.827 2.681 4.333 -0.0407
C 0.037 2.648 2.980 -0.2332
O 0.065 1.302 2.609 -0.2020
P -0.493 0.735 1.248 0.5363
O -1.957 1.008 1.047 -0.2627
O 0.585 1.381 0.131 -0.1967
C 1.954 1.250 0.355 -0.3031
C 2.737 2.539 0.050 -0.0527
O -0.133 -0.857 1.412 -0.1643
C -0.540 -1.702 0.374 -0.3063
C -0.771 -3.093 0.941 -0.0911
H 1.913 2.613 4.270 0.0703
H 0.741 3.673 4.774 0.0372
H 0.470 2.078 5.168 0.0693
H -0.979 2.997 3.164 0.1088
H 0.615 3.229 2.261 0.1051
H 2.155 0.970 1.389 0.1173
H 2.361 0.500 -0.324 0.0808
H 2.652 3.325 0.800 0.0549
H 3.778 2.246 -0.079 0.0382
H 2.426 2.866 -0.943 0.0730
H -1.511 -1.436 -0.042 0.0781
H 0.250 -1.726 -0.376 0.1028
H 0.190 -3.595 1.047 0.0635
H -1.348 -2.977 1.859 0.0633
H -1.288 -3.754 0.245 0.0089
C 0.892 4.720 -5.247 -0.0669
C 1.556 3.643 -4.334 -0.2228
O 0.621 2.542 -4.388 -0.2404
P 0.796 1.257 -5.377 0.4743
O 1.309 1.419 -6.757 -0.2406
O 1.547 0.107 -4.483 -0.1802
C 1.604 0.145 -3.055 -0.2707
C 2.104 -1.240 -2.598 -0.0646
O -0.683 0.649 -5.397 -0.2250
C -1.624 1.052 -6.394 -0.2929
C -2.440 -0.192 -6.685 -0.0605
H -0.142 4.992 -5.035 0.0596
H 1.408 5.680 -5.202 0.0612
H 0.825 4.523 -6.317 0.0734
H 2.545 3.394 -4.720 0.0899
H 1.728 4.032 -3.331 0.1064
H 2.245 0.953 -2.703 0.0874
H 0.617 0.322 -2.627 0.0479
H 2.574 -1.181 -1.616 0.0559
H 1.380 -2.054 -2.549 0.0247
H 2.985 -1.508 -3.180 0.0774
H -2.230 1.815 -5.905 0.0696
H -1.217 1.401 -7.343 0.1166
H -2.719 -0.700 -5.762 0.0756
H -3.322 0.085 -7.262 0.0811
H -1.702 -0.767 -7.244 0.0832
C 5.465 6.841 0.249 -0.0539
C 4.907 5.850 -0.774 -0.2614
O 5.711 5.722 -1.959 -0.2008
P 5.045 5.321 -3.394 0.4678
O 3.898 6.168 -3.780 -0.2257
O 6.306 5.385 -4.393 -0.1970
C 6.124 5.491 -5.797 -0.2387
C 5.578 4.165 -6.380 -0.0572
O 4.707 3.737 -3.265 -0.2219
C 5.779 2.858 -2.846 -0.2121
C 5.212 1.410 -2.605 -0.0450
H 4.854 6.833 1.152 0.0551
H 6.490 6.534 0.454 0.0770
H 5.573 7.851 -0.145 0.0814
H 4.821 4.851 -0.348 0.0855
H 3.937 6.168 -1.157 0.1099
H 5.587 6.423 -5.970 0.1181
H 7.131 5.648 -6.182 0.1162
H 6.238 3.302 -6.294 0.0764
H 4.571 3.915 -6.046 0.0641
H 5.544 4.174 -7.469 0.0760
H 6.446 2.882 -3.707 0.1085
H 6.213 3.226 -1.916 0.1019
H 5.178 0.930 -3.583 0.0799
H 5.906 0.851 -1.977 0.0515
H 4.290 1.250 -2.046 0.0374
C -2.071 -1.219 4.884 -0.0269
C -0.890 -2.275 5.089 -0.2893
O -1.404 -3.443 4.621 -0.1872
P -0.444 -4.728 4.409 0.5015
O 0.961 -4.496 3.986 -0.2338
O -0.637 -5.525 5.839 -0.2042
C 0.164 -6.581 6.298 -0.3034
C 1.090 -5.876 7.237 -0.0870
O -1.317 -5.644 3.409 -0.2112
C -2.676 -5.887 3.801 -0.2963
C -3.334 -6.626 2.737 -0.1006
H -2.815 -1.338 5.671 0.0710
H -1.616 -0.228 4.905 0.0644
H -2.515 -1.361 3.899 0.0560
H -0.171 -1.826 4.405 0.1049
H -0.422 -2.246 6.073 0.1266
H -0.400 -7.334 6.848 0.1230
H 0.749 -7.091 5.532 0.0831
H 1.765 -5.209 6.701 0.0816
H 0.524 -5.363 8.014 0.0825
H 1.630 -6.621 7.822 0.0758
H -2.824 -6.600 4.613 0.1262
H -3.274 -4.992 3.971 0.1275
H -3.374 -6.102 1.782 0.0557
H -2.937 -7.606 2.471 0.0777
H -4.358 -6.835 3.049 0.0908
C -0.596 5.433 6.407 -0.0789
C -0.849 4.120 7.030 -0.3100
N -1.050 3.151 7.546 0.1306
H -0.737 6.134 7.230 0.0847
H -1.189 5.651 5.518 0.0704
H 0.442 5.401 6.073 0.0403
C 7.360 -1.716 0.531 -0.0485
C 6.092 -0.926 0.579 -0.2334
N 5.167 -0.239 0.572 0.1556
H 8.130 -0.961 0.370 0.0801
H 7.283 -2.479 -0.243 0.0840
H 7.643 -2.162 1.484 0.0816
C 1.634 6.664 1.632 -0.0698
C 1.410 6.810 3.058 -0.3077
N 1.183 6.985 4.171 0.1517
H 2.569 6.103 1.633 0.0275
H 1.562 7.647 1.166 0.0997
H 0.883 5.920 1.365 0.0440
C 5.871 3.043 1.929 -0.0557
C 4.913 3.978 2.452 -0.2784
N 4.150 4.729 2.891 0.1723
H 6.827 3.511 2.165 0.0953
H 5.719 3.061 0.850 0.0549
H 5.721 2.020 2.275 0.0801
C -2.665 -5.146 -2.845 -1.5054
Cl -2.654 -3.380 -2.819 0.5503
Cl -4.134 -5.836 -3.673 0.5184
Cl -2.546 -5.651 -1.180 0.5219
H -1.737 -5.487 -3.305 -0.0354
C 0.761 -7.528 1.493 -1.4846
Cl -0.002 -8.229 0.087 0.5533
Cl 2.551 -7.328 1.447 0.5215
Cl 0.266 -8.354 3.027 0.5461
H 0.422 -6.496 1.573 -0.0125
C -2.933 4.743 1.181 -1.6098
Cl -1.928 5.871 2.026 0.5798
Cl -3.780 5.569 -0.111 0.5369
Cl -4.158 4.062 2.214 0.5562
H -2.326 3.941 0.762 -0.0055
C 1.695 -6.040 -2.372 -1.4622
Cl 2.808 -5.368 -3.502 0.5876
Cl 0.480 -7.232 -2.989 0.5011
Cl 0.772 -4.617 -1.723 0.5263
H 2.194 -6.482 -1.510 -0.0128
C -2.639 2.232 -2.058 -1.4147
Cl -4.430 2.013 -1.714 0.4800
Cl -2.488 3.139 -3.548 0.6029
Cl -1.916 0.595 -2.249 0.5862
H -2.191 2.737 -1.202 -0.0049
```

The frontier orbital gap comes out at 10.095 eV. For the total energy, the calculation gives -12027.46551 a.u. The LUMO energy comes out at -0.1958 eV.